ORCA calculation (the ωB97M-V functional and the def2-TZVPD basis) on a molecular structure, H12LiO6 at a distorted geometry.

Results
frontier orbital gap: 10.03 eV
total charge: +1
maximum force: 6.112 eV/A
relative energy (zero: lowest compared OMol25 entry of this formula, charge and spin): 309.7 kJ/mol
energy: -465.94318 a.u.

Geometry as XYZ:
```
19
Properties=species:S:1:pos:R:3:mulliken_charge:R:1
O -1.905 -1.021 -0.491 -0.464
O 1.263 0.731 0.442 -0.750
O 1.006 -1.862 0.541 -0.580
O 1.484 2.898 -1.096 -0.632
O -0.707 0.177 1.853 -0.470
O -0.664 0.237 -1.676 -0.531
Li -0.070 -0.070 0.054 0.883
H 1.990 0.250 0.536 0.235
H 0.813 2.786 -1.732 0.293
H -0.653 -0.562 2.331 0.248
H -2.315 -1.455 0.263 0.264
H -0.503 -0.372 -2.308 0.265
H -2.164 -1.698 -1.092 0.280
H 1.133 1.139 1.279 0.375
H -1.463 0.590 2.078 0.244
H 1.897 -1.699 0.970 0.303
H 0.933 -2.852 0.575 0.291
H -1.402 0.648 -2.037 0.281
H 1.325 2.135 -0.489 0.466
```